# 1
# C29H44BrClF17NO13PSi2

A molecular structure, C29H44BrClF17NO13PSi2 in a non-equilibrium geometry (ωB97M-V/def2-TZVPD, the OMol25 dataset).

Geometry as XYZ:
```
109
Properties=species:S:1:pos:R:3:forces:R:3:lowdin_charge:R:1
C -4.540328 -3.166904 1.715914 -0.07 -0.76 0.93 -0.14
C -3.314377 -4.183690 1.536760 -0.27 -0.86 -1.19 -0.22
C -2.366213 -3.838392 0.259961 -1.57 -1.14 1.86 -0.30
N -1.777826 -2.491030 0.467666 1.03 -0.74 -2.24 -0.10
Si -0.745805 -1.917523 -0.850367 -0.90 2.19 3.39 0.40
O 0.162805 -0.570455 -0.290199 -0.22 -2.78 -0.37 -0.30
Si 1.400074 -0.966018 0.861541 1.59 1.28 0.95 0.61
C 1.703129 0.672553 1.871975 -0.46 1.32 -0.77 -0.24
C 0.422526 1.163525 2.706361 0.44 -0.50 0.97 -0.33
C 0.257708 2.750644 2.813071 0.29 -0.72 0.39 -0.50
Cl -1.463922 3.063218 3.472712 1.04 0.00 -0.41 0.50
C 3.118729 -1.281473 0.009511 0.42 -0.15 0.22 -0.20
C 3.577688 -2.817372 0.035355 0.29 -0.71 -1.51 -0.28
O 4.539175 -3.140668 1.076196 0.40 -0.48 -0.95 -0.19
C 5.129261 -4.437448 0.818385 -0.23 -1.30 -0.29 -0.26
C 4.137835 -5.661625 1.147281 -0.86 -0.43 -0.13 -0.09
C 0.934950 -2.274938 2.170828 -1.05 -5.24 3.85 -0.63
O -0.067554 -1.979082 2.932968 2.10 0.82 -2.23 -0.14
O 1.573576 -3.461547 2.409544 -1.39 4.60 -2.15 -0.18
P -2.136734 -1.052363 -2.402963 0.46 2.01 -1.58 0.49
O -2.061109 0.662901 -2.176345 -0.59 -2.55 1.34 -0.41
Br -4.284282 -1.593941 -1.956202 0.43 0.15 0.42 0.32
C 0.248791 -3.271245 -1.785162 1.18 -0.94 -1.24 -0.32
F 1.445996 -2.635843 -2.284616 -1.98 -1.40 0.97 0.01
F 0.593556 -4.410123 -1.028764 -0.47 2.19 -1.36 0.05
C -0.472692 -3.837738 -3.129033 1.59 -1.94 -1.17 -0.39
F -0.297774 -2.985275 -4.242629 -1.07 -1.88 2.72 0.07
F -1.797316 -4.240281 -2.926916 2.68 1.41 -0.66 0.08
F 0.251522 -5.025376 -3.466186 -1.77 2.45 0.46 0.06
H -5.479303 -3.803697 1.917207 1.30 1.11 -0.28 0.07
H -4.355780 -2.547461 2.657008 -0.36 -0.52 -1.47 0.08
H -4.764522 -2.515423 0.812530 0.50 -0.79 1.14 0.02
H -3.776905 -5.210303 1.278956 0.75 1.42 0.41 0.10
H -2.708396 -4.343225 2.492763 -0.74 0.60 -1.41 0.12
H -3.040853 -3.948865 -0.652317 0.83 0.30 0.92 0.07
H -1.607032 -4.691500 0.228102 -0.58 1.59 -0.03 0.12
H -2.481904 -1.757989 0.621100 0.17 -0.65 0.23 0.07
H 1.894667 1.475705 1.058968 -0.12 -1.10 1.03 0.08
H 2.670375 0.621178 2.482332 -1.46 -0.05 -0.69 0.09
H -0.533290 0.635002 2.340838 1.43 1.10 0.42 0.09
H 0.570455 0.774943 3.782148 -0.46 0.55 -1.64 0.12
H 0.364453 3.313294 1.831643 -0.27 -0.77 1.27 0.07
H 0.948227 3.192383 3.619648 -0.97 -0.66 -1.44 0.07
H 3.123914 -0.839909 -1.056295 0.00 -0.94 1.52 0.09
H 3.922398 -0.683782 0.577311 -1.34 -0.87 -0.69 0.08
H 2.736231 -3.578169 0.111207 0.71 1.30 0.05 0.09
H 4.110968 -3.032688 -0.966611 -0.85 0.24 1.33 0.11
H 5.440441 -4.553820 -0.288492 -0.46 0.52 1.51 0.11
H 6.084392 -4.607034 1.426423 -1.38 0.84 -0.62 0.12
H 4.468334 -6.302091 2.034434 -0.25 1.02 -1.15 0.07
H 3.068709 -5.307873 1.394928 1.71 -0.20 -0.28 0.07
H 4.026473 -6.376656 0.249120 0.33 1.10 1.26 0.07
H -2.229529 0.768404 -1.207106 0.42 0.52 -1.05 0.01
C 10.707595 -2.222961 -1.926568 -0.23 0.00 -0.27 -0.07
C 10.139362 -2.034438 -0.533000 0.54 -0.31 -0.11 -0.21
O 8.953004 -1.226077 -0.571948 -0.85 0.05 0.00 0.02
C 7.821168 -1.858327 -0.945509 1.43 -0.97 0.17 -0.36
O 7.763058 -3.022717 -1.238662 -0.43 0.84 0.07 0.16
C 6.635153 -0.900588 -0.899481 -1.86 1.11 0.09 -0.51
F 6.905787 0.288595 -1.480775 0.38 -0.45 0.01 0.15
F 6.261980 -0.626020 0.364042 0.68 -0.31 -0.29 0.16
F 5.550391 -1.389242 -1.524278 1.16 -0.06 0.01 0.14
H 10.879664 -1.255345 -2.404347 0.10 -0.03 0.13 0.08
H 11.649708 -2.773183 -1.887110 -0.05 0.05 0.05 0.08
H 10.013254 -2.773890 -2.564794 0.07 -0.05 0.14 0.08
H 10.862106 -1.501521 0.087582 -0.31 0.18 0.00 0.12
H 9.936877 -2.991720 -0.045841 -0.20 0.11 -0.14 0.13
C -3.461369 -0.392302 -5.409234 -0.47 0.12 -0.26 -0.09
C -2.546979 0.631450 -6.051611 0.07 -0.30 0.89 -0.19
O -2.836355 0.766031 -7.456085 -0.60 0.64 -0.95 0.02
C -3.901027 1.526905 -7.768085 0.74 -0.38 1.91 -0.38
O -4.600551 2.080125 -6.959822 0.07 -0.07 -1.00 0.16
C -4.063439 1.620098 -9.281938 -0.34 -0.01 -1.81 -0.52
F -3.956447 0.419667 -9.887407 0.02 0.23 0.52 0.15
F -3.125205 2.414400 -9.838573 -0.10 -0.14 0.53 0.15
F -5.255819 2.123775 -9.645818 0.37 -0.12 0.59 0.15
H -3.400859 -1.347077 -5.938008 0.17 0.01 0.12 0.09
H -3.188515 -0.546614 -4.361604 -0.06 0.08 -0.57 -0.07
H -4.505281 -0.071567 -5.450848 0.10 0.08 0.04 0.08
H -1.511406 0.294966 -5.975265 -0.08 0.06 -0.34 0.13
H -2.610833 1.601152 -5.551251 -0.15 -0.04 -0.21 0.13
C -5.597005 5.725067 -3.069943 0.22 0.22 0.21 -0.06
C -5.578847 4.260163 -2.677556 -0.55 0.26 -0.37 -0.20
O -4.310182 3.901655 -2.105870 0.55 -0.12 0.85 0.02
C -4.124469 4.245743 -0.816447 -1.64 0.27 -0.94 -0.37
O -4.939499 4.820697 -0.144106 0.88 -0.37 0.00 0.17
C -2.761277 3.764916 -0.329647 1.91 -0.25 0.68 -0.51
F -1.772668 4.049958 -1.200786 -0.61 0.06 -0.02 0.16
F -2.735810 2.428232 -0.147619 -0.52 0.25 -0.03 0.14
F -2.402794 4.309005 0.839074 -0.66 0.11 -0.54 0.13
H -4.761588 5.953556 -3.736169 -0.12 -0.11 -0.07 0.08
H -6.532589 5.977333 -3.572588 0.06 -0.07 0.01 0.08
H -5.491368 6.369831 -2.194499 -0.12 -0.10 -0.03 0.08
H -5.708019 3.641590 -3.567565 0.32 -0.10 0.17 0.13
H -6.393307 4.015081 -1.991014 0.24 0.07 0.11 0.13
C -0.311997 4.169719 7.096653 0.07 0.08 0.37 -0.06
C -1.754491 4.444684 6.719391 0.55 -0.12 -0.64 -0.22
O -2.616962 4.292775 7.862582 -0.56 0.59 0.99 0.03
C -2.646746 5.328469 8.720829 1.06 -0.13 -1.76 -0.38
O -2.008667 6.340093 8.586389 -0.65 -0.37 0.64 0.16
C -3.630361 5.053147 9.853815 -1.06 -0.39 1.47 -0.52
F -3.485949 3.817224 10.373632 0.23 0.35 -0.41 0.15
F -4.911047 5.146764 9.439315 0.49 0.08 -0.27 0.15
F -3.495996 5.913893 10.878260 0.27 -0.10 -0.64 0.15
H -0.218383 3.184901 7.560697 -0.04 -0.01 -0.19 0.09
H 0.330313 4.210634 6.215211 -0.12 -0.04 0.01 0.07
H 0.052563 4.899729 7.823337 -0.03 0.04 -0.14 0.07
H -2.082089 3.714671 5.977520 -0.18 0.05 0.36 0.06
H -1.874546 5.435820 6.274572 -0.06 -0.03 0.26 0.13
```
Forces are in eV/Å.

**LUMO energy**: 1.66 eV
**Highest occupied orbital energy**: -4.856 eV
**Total charge**: -1
**Frontier orbital gap**: 6.52 eV

***

# 2
# C4H10N4

C4H10N4 in the gas phase in a non-equilibrium geometry (ωB97M-V/def2-TZVPD, the OMol25 dataset).

Geometry as XYZ:
```
18
Properties=species:S:1:pos:R:3:forces:R:3:nbo_charge:R:1
C 0.150900 1.494160 -0.147187 0.24 -0.03 1.61 -0.10
C -0.948720 0.598196 -0.555409 2.69 -3.52 -0.14 -0.06
C -0.187042 0.374358 0.802442 -2.22 -2.20 -0.14 -0.13
C 0.056730 -2.670919 0.188914 0.40 0.83 1.98 -0.25
H 1.417339 2.169187 -1.434408 0.65 0.49 -1.14 0.37
H 2.195113 2.199668 0.023343 -1.83 -1.44 -1.38 0.37
H -0.423854 2.246488 0.297212 0.40 2.79 0.30 0.19
H -0.659908 -0.185975 -1.293076 -0.10 0.63 0.60 0.22
H -2.801326 -0.171787 -0.757719 1.33 2.14 -0.06 0.37
H -2.943399 1.160856 0.165530 2.21 -0.16 -1.15 0.37
H -0.934499 0.525944 1.727375 2.22 -0.30 -1.82 0.20
H 1.638649 -0.008044 0.623317 1.89 -0.51 -0.52 0.38
H -0.880806 -2.075684 0.689966 1.38 -2.61 -1.37 0.17
H 0.403063 -3.815430 0.133513 -1.69 2.70 -0.29 0.23
N 1.582248 1.583648 -0.646554 -1.28 1.49 1.91 -0.82
N -2.324018 0.794655 -0.631306 -4.57 -0.93 0.42 -0.84
N 0.889354 -0.619575 0.785819 -0.69 0.27 0.68 -0.46
N 1.075047 -1.875870 0.219526 -1.04 0.36 0.53 -0.20
```
Forces are in eV/Å.

**Structure (SMILES)**: C=NNC1[C@@H](N)[C@@H]1N
**LUMO energy**: 0.89 eV
**ΔE to the lowest compared entry with this formula, charge and spin**: 130.76 kcal per mole
**Highest occupied orbital energy**: -8.100 eV
**Total charge**: 0
**Frontier orbital gap**: 8.99 eV

***

# 3
# C6H14O

2 unconnected molecules or ions with the total composition C6H14O in a non-equilibrium geometry (ωB97M-V/def2-TZVPD, the OMol25 dataset).

Geometry as XYZ:
```
21
Properties=species:S:1:pos:R:3:forces:R:3:nbo_charge:R:1
C -1.845806 -1.540945 -0.420887 2.49 -1.77 -1.97 -0.62
C -0.374397 -1.595355 0.176609 -1.43 0.27 2.31 -0.43
C 0.314364 -0.234969 0.400480 1.20 -3.30 -2.83 0.01
C 0.226602 0.360963 1.535021 -1.52 2.09 3.18 -0.42
C 1.227444 0.180046 -0.745695 -2.04 2.39 -1.73 -0.43
C 2.567997 -0.624645 -1.118954 -2.50 -1.29 0.78 -0.62
H -2.496060 -0.888252 0.164261 0.15 0.29 -0.74 0.22
H -1.692503 -1.503274 -1.561128 -1.07 1.08 1.55 0.21
H -2.210430 -2.577519 -0.330542 -0.15 0.37 0.27 0.21
H 0.317928 -2.275574 -0.279310 -0.03 -0.44 -0.90 0.20
H -0.642319 -2.092946 1.147489 0.92 0.68 -0.26 0.20
H -0.244229 -0.161506 2.383947 -0.12 0.33 -0.49 0.19
H 0.309597 1.450961 1.683774 1.00 -0.64 -0.07 0.21
H 0.495276 0.209762 -1.645660 1.40 -0.09 0.89 0.20
H 1.436271 1.356006 -0.565512 0.10 -2.75 -0.46 0.21
H 2.944996 -0.998745 -0.212667 0.69 -0.19 1.64 0.21
H 2.632926 -1.611279 -1.723314 -0.83 2.23 0.12 0.22
H 3.159912 0.188357 -1.373113 1.72 0.76 -1.30 0.22
H -1.527633 2.218948 -0.159422 -0.37 -0.29 0.42 0.48
H -2.243972 3.009891 1.037998 0.05 -0.57 -0.31 0.48
O -1.617124 3.050574 0.309219 0.34 0.85 -0.10 -0.96
```
Forces are in eV/Å.

**Structure (SMILES)**: C=C(CC)CC.O
**LUMO energy**: 0.84 eV
**ΔE to the lowest compared entry with this formula, charge and spin**: 64.75 kcal per mole
**Highest occupied orbital energy**: -9.274 eV
**Total charge**: 0
**Frontier orbital gap**: 10.12 eV

***

# 4
# H19O10

10 unconnected molecules or ions with the total composition H19O10 in a non-equilibrium geometry (ωB97M-V/def2-TZVPD, the OMol25 dataset).

Geometry as XYZ:
```
29
Properties=species:S:1:pos:R:3:forces:R:3:nbo_charge:R:1
O 1.961805 0.343257 2.543521 0.46 -0.44 -0.56 -0.96
H 1.439974 -0.347103 2.073456 0.09 0.71 0.64 0.50
H 1.892381 1.055424 1.898151 -0.13 0.07 0.38 0.44
O -2.454683 -1.056121 2.490793 -0.08 -0.64 0.67 -0.99
H -1.463479 -1.135030 2.491240 -1.34 0.52 -0.19 0.49
H -2.626643 -0.286998 1.937109 0.00 -0.07 0.20 0.46
O -0.227268 0.329267 -0.955148 -0.23 0.09 -0.96 -1.01
H -0.218019 -0.675554 -0.877218 0.36 1.03 -0.15 0.52
H 0.692297 0.612178 -1.031021 -0.22 -0.48 0.03 0.46
O -0.310554 -0.359707 1.493920 0.18 -1.31 -1.06 -1.02
H 2.000479 2.238127 0.200734 -0.33 0.08 -0.21 0.46
H -0.956000 0.126287 0.969153 0.22 0.73 0.37 0.49
O 2.342815 3.125783 0.351732 0.19 -0.40 0.09 -0.93
H -1.565074 -3.328099 -2.490919 -0.19 -0.03 0.24 0.45
H 3.109912 2.925040 0.899846 0.13 0.31 0.04 0.47
O -2.641041 1.927148 0.848279 0.44 0.03 -0.40 -0.96
H -1.915607 1.941872 0.199789 -0.20 -0.19 0.13 0.49
H -3.005420 2.813147 0.783911 -0.12 0.04 0.11 0.47
O 0.090872 -2.193777 -0.369701 -0.72 0.05 0.70 -1.19
H -0.262176 -1.126235 0.809143 0.70 0.37 0.89 0.50
H 0.126768 -2.913584 0.271963 0.01 0.04 -0.27 0.48
O -2.028468 -3.210051 -1.649735 0.22 0.15 -0.27 -1.00
H -1.339681 -2.736625 -1.111312 -0.20 -0.30 -0.18 0.50
H 0.067938 2.570482 -2.754285 -0.28 0.14 0.03 0.48
O 0.167878 3.519536 -2.589757 0.40 -0.43 0.01 -0.95
H 1.074262 3.567496 -2.256832 -0.16 0.24 0.06 0.47
O 2.057511 -2.639377 -1.768785 -0.24 0.27 -0.20 -1.07
H 1.167086 -2.366982 -1.224857 1.62 -0.71 -0.13 0.50
H 2.822136 -2.719801 -1.183171 -0.58 0.15 0.01 0.44
```
Forces are in eV/Å.

**LUMO energy**: 2.65 eV
**ΔE to the lowest compared entry with this formula, charge and spin**: 35.22 kcal per mole
**Highest occupied orbital energy**: -6.545 eV
**Total charge**: -1
**Frontier orbital gap**: 9.19 eV

***

Repeat the third record exactly.
# C6H14O

2 unconnected molecules or ions with the total composition C6H14O in a non-equilibrium geometry (ωB97M-V/def2-TZVPD, the OMol25 dataset).

Geometry as XYZ:
```
21
Properties=species:S:1:pos:R:3:forces:R:3:nbo_charge:R:1
C -1.845806 -1.540945 -0.420887 2.49 -1.77 -1.97 -0.62
C -0.374397 -1.595355 0.176609 -1.43 0.27 2.31 -0.43
C 0.314364 -0.234969 0.400480 1.20 -3.30 -2.83 0.01
C 0.226602 0.360963 1.535021 -1.52 2.09 3.18 -0.42
C 1.227444 0.180046 -0.745695 -2.04 2.39 -1.73 -0.43
C 2.567997 -0.624645 -1.118954 -2.50 -1.29 0.78 -0.62
H -2.496060 -0.888252 0.164261 0.15 0.29 -0.74 0.22
H -1.692503 -1.503274 -1.561128 -1.07 1.08 1.55 0.21
H -2.210430 -2.577519 -0.330542 -0.15 0.37 0.27 0.21
H 0.317928 -2.275574 -0.279310 -0.03 -0.44 -0.90 0.20
H -0.642319 -2.092946 1.147489 0.92 0.68 -0.26 0.20
H -0.244229 -0.161506 2.383947 -0.12 0.33 -0.49 0.19
H 0.309597 1.450961 1.683774 1.00 -0.64 -0.07 0.21
H 0.495276 0.209762 -1.645660 1.40 -0.09 0.89 0.20
H 1.436271 1.356006 -0.565512 0.10 -2.75 -0.46 0.21
H 2.944996 -0.998745 -0.212667 0.69 -0.19 1.64 0.21
H 2.632926 -1.611279 -1.723314 -0.83 2.23 0.12 0.22
H 3.159912 0.188357 -1.373113 1.72 0.76 -1.30 0.22
H -1.527633 2.218948 -0.159422 -0.37 -0.29 0.42 0.48
H -2.243972 3.009891 1.037998 0.05 -0.57 -0.31 0.48
O -1.617124 3.050574 0.309219 0.34 0.85 -0.10 -0.96
```
Forces are in eV/Å.

**Structure (SMILES)**: C=C(CC)CC.O
**LUMO energy**: 0.84 eV
**ΔE to the lowest compared entry with this formula, charge and spin**: 64.75 kcal per mole
**Highest occupied orbital energy**: -9.274 eV
**Total charge**: 0
**Frontier orbital gap**: 10.12 eV

***

Q: Number 1 is which compound?
A: C29H44BrClF17NO13PSi2